Molecular formula: C13H26N6O6Sr
Method: DFT, the ωB97M-V functional and the def2-TZVPD basis

Geometry as XYZ:
```
52
Properties=species:S:1:pos:R:3:forces:R:3:lowdin_charge:R:1
H 1.05106 4.48718 1.80445 0.580 -0.011 0.456 0.092
H 3.65296 3.98259 -0.40934 0.042 -0.147 -0.339 0.055
H -0.50491 -0.01010 -5.79450 0.537 0.033 0.531 0.075
N 2.05967 -1.16828 1.39073 0.070 -0.131 0.505 -0.046
H -0.35655 1.48433 -3.42495 -0.207 -0.654 -0.057 0.069
H -2.80361 0.61024 0.19762 0.625 0.729 -0.368 0.050
C 2.83748 -2.30498 1.24307 0.245 0.535 1.014 -0.131
C 3.62830 -2.46190 2.35972 -0.858 0.642 -0.346 -0.055
H 0.63567 -1.83070 -2.71250 -0.401 0.363 -0.286 0.100
C 3.88224 -1.12866 4.51137 0.046 0.059 0.095 -0.016
C 3.35161 3.12417 -1.02099 0.494 0.047 -0.106 -0.058
H -1.72454 1.31413 -4.54738 0.464 -0.322 0.177 0.081
O -1.50722 -1.03320 2.52767 -0.311 -0.077 -1.252 -0.029
H 3.17199 3.43764 -2.06736 0.667 -0.100 0.400 0.089
N -0.81085 -1.99592 -1.44711 0.340 -2.559 2.627 -0.081
H 1.94439 0.23920 3.03974 -0.131 -0.048 -0.321 0.129
H 2.16436 3.31373 2.63308 -0.167 0.465 -0.315 0.075
C -1.10022 -2.93108 -0.52042 0.489 2.137 -2.951 -0.264
H -1.16372 -0.12017 2.63203 -0.003 0.305 -0.163 0.084
O 0.13250 -2.55912 -2.31690 -0.323 0.098 -0.755 -0.072
H -2.66364 -4.22502 1.19823 0.059 -0.120 0.429 0.094
H -2.63266 -3.02996 2.54840 0.174 -0.285 -0.088 0.090
H 4.96531 -0.97012 4.42432 -0.320 -0.020 0.003 0.096
H -0.10450 -4.52790 -1.60761 -0.369 0.188 0.267 0.091
H 2.78849 -2.92487 0.36087 0.043 0.087 0.036 0.101
H -0.73281 -4.95653 0.00266 -0.041 -0.088 -0.142 0.084
H 3.69497 -1.95898 5.20468 0.017 0.216 -0.217 0.094
N 3.30018 -1.40470 3.20534 0.111 -0.378 -0.485 -0.132
H -1.22324 -4.11509 2.26781 -0.343 0.155 -0.082 0.109
C 2.35811 -0.65394 2.58052 0.388 -0.728 -0.383 -0.135
O 0.02327 0.18842 -4.99876 -1.120 0.091 -0.114 -0.142
C 1.44087 2.81711 0.69485 -1.728 -1.169 -0.506 -0.328
H 2.78004 4.34997 1.26462 -0.375 -0.046 0.455 0.060
H 4.35550 -3.21293 2.59979 0.106 0.005 0.171 0.112
C 2.03247 2.60574 -0.58586 -0.953 -0.476 -0.554 -0.346
O 0.05851 1.89902 2.25262 -1.037 -0.130 1.383 -0.281
N 0.38207 2.00124 0.99736 2.397 0.427 -0.880 -0.295
C -1.52074 -2.54304 0.82946 -0.762 3.168 0.750 -0.267
H 3.41643 -0.21920 4.90922 0.162 -0.263 -0.094 0.096
C -0.90866 0.75154 -4.04210 -0.075 0.290 -0.271 -0.150
H -2.05854 1.98935 0.28265 0.205 -0.526 -0.196 0.056
O 2.18730 0.88311 -1.99626 0.561 -1.215 -1.505 -0.303
N -1.42168 -1.24942 1.14127 0.366 -3.213 1.004 -0.074
H 4.16209 2.36246 -0.98156 -0.506 0.415 -0.163 0.083
H -1.86700 -4.67530 -1.32539 0.235 -0.110 -0.005 0.115
C -0.91068 -4.35230 -0.88898 0.070 -0.884 0.705 -0.012
Sr 0.30747 -0.14077 -0.26854 1.193 2.331 -0.488 1.479
O -2.13676 1.17519 -0.25009 -0.725 -0.298 0.390 -0.123
C -2.03811 -3.54709 1.79033 0.040 -0.289 -0.069 -0.013
N 1.40180 1.73160 -1.41034 -0.454 0.854 2.052 -0.316
H -1.40035 -0.04576 -3.43895 0.443 0.479 -0.156 0.063
C 1.91557 3.80939 1.67559 0.042 0.168 0.208 -0.054
```
Positions in Å, forces in eV/Å.

- HOMO (spin up / spin down): -5.20 / -5.35 eV
- LUMO (spin up / spin down): -0.047 / -0.047 Eh
- HOMO-LUMO gap (spin up / spin down): 3.92 / 4.08 eV